Entry 1:
The following is a quantum chemistry calculation of 2 unconnected molecules or ions with the total composition C11H14N2 in a non-equilibrium geometry, from OMol25.

Computed properties:
- HOMO energy: -8.67 eV
- Structure (SMILES): Cc1c[nH]cn1.Cc1ccccc1
- Gap between HOMO and LUMO: 9.4 eV

```
! wB97M-V def2-TZVPD RIJCOSX def2/J DEFGRID3
* xyz 0 1
C 0.5775 3.5722 0.7935
C 2.3257 0.5845 0.2392
C 1.5082 2.4380 0.9120
C 2.4324 2.0979 1.8297
N 1.4343 1.4746 -0.1189
N 2.9583 0.8802 1.4044
H 2.4583 -0.3894 -0.1942
H 3.6182 0.2860 1.8695
H 2.6975 2.4681 2.8014
H -0.2435 3.3356 0.0980
H 1.1507 4.3915 0.3415
H 0.0996 4.0483 1.6406
C 0.3942 -2.9118 -0.5895
C -3.2906 -0.8938 -0.9290
C -2.9249 -1.4234 0.2878
C -2.4680 -0.8300 -2.0517
C -1.6031 -1.8059 0.4679
C -1.2380 -1.4910 -1.8830
C -0.8059 -2.0062 -0.6721
H -4.2218 -0.3304 -1.0952
H -3.6152 -1.2888 1.1255
H -2.5863 -0.2942 -2.9783
H -1.0282 -1.9613 1.4009
H -0.5670 -1.5960 -2.7313
H 0.8621 -3.0891 -1.5733
H 0.2586 -3.8289 -0.0288
H 1.2067 -2.3992 -0.0428
*
```

Entry 2:
The following is a quantum chemistry calculation of 2 unconnected molecules or ions with the total composition C11H14N2O in a non-equilibrium geometry, from OMol25.

Computed properties:
- HOMO energy: -7.92 eV
- Structure (SMILES): Cc1c[nH]c2ccccc12.CC(N)=O
- Gap between HOMO and LUMO: 8.5 eV

```
! wB97M-V def2-TZVPD RIJCOSX def2/J DEFGRID3
* xyz 0 1
C -2.2806 1.2581 1.8176
C -1.2152 2.1823 2.3049
O -0.6570 2.1088 3.3866
N -0.7463 3.1636 1.4552
H -3.2081 1.6366 2.2521
H -1.9443 0.2543 2.0772
H 0.0749 3.6632 1.7461
H -0.9254 3.1391 0.4607
H -2.5819 1.3823 0.7833
C 2.6458 0.4177 -2.3403
C 0.9477 -0.9101 -0.6414
C 1.3328 -0.0668 -1.7541
C -0.4662 -1.2798 -0.8603
C 0.1973 0.1335 -2.4909
C 1.6339 -1.4437 0.4310
C 0.9629 -2.2796 1.3377
C -0.3648 -2.5748 1.0660
C -1.0798 -2.2569 -0.0863
N -0.8331 -0.6686 -2.0067
H 2.6660 -1.0587 0.4891
H 1.5119 -2.5861 2.1900
H -0.8590 -2.9511 1.9799
H 2.4331 0.9004 -3.3137
H 3.3614 -0.3683 -2.5841
H 0.1684 0.3320 -3.5437
H -1.6935 -0.4993 -2.4983
H -2.0468 -2.8085 -0.0210
H 2.9659 1.1803 -1.6367
*
```

Entry 3:
The following is a quantum chemistry calculation of C11H14N2O3 in the gas phase in a non-equilibrium geometry, from OMol25.

Computed properties:
- HOMO energy: -8.80 eV
- Structure (SMILES): N[C@@H](Cc1ccccc1)C(=O)NCC(=O)O
- Gap between HOMO and LUMO: 9.5 eV

```
! wB97M-V def2-TZVPD RIJCOSX def2/J DEFGRID3
* xyz 0 1
C 0.0263 1.0494 0.1887
C 0.8353 -0.1656 0.5648
C -0.8540 0.7766 -1.0454
C -2.1954 0.2568 -0.5575
C -3.1723 1.0582 0.0203
C -2.4463 -1.0867 -0.5941
C -4.3573 0.5204 0.4803
C -3.6689 -1.6826 -0.2611
C -4.6283 -0.8156 0.3310
C 3.1199 -0.5868 1.1324
C 3.6561 -0.2848 -0.1983
H 1.4353 2.2336 -0.8116
H 0.4168 3.1797 0.2447
H -0.5220 1.2893 1.0695
H -0.9932 1.7579 -1.6070
H -0.3917 0.0845 -1.7796
H -2.9648 2.1611 0.0109
H -1.7989 -1.7978 -1.0302
H -5.0797 1.1995 0.9120
H -3.9214 -2.7437 -0.3321
H -5.5871 -1.2679 0.6461
H 2.0980 1.1958 1.3962
H 2.9364 -1.6595 1.1775
H 3.8406 -0.4627 1.9175
H 4.9332 -0.8837 -1.4481
N 0.8457 2.2557 0.0641
N 1.9057 0.1632 1.3909
O 0.6128 -1.3272 0.1660
O 3.3594 0.5761 -0.9679
O 4.5838 -1.1806 -0.5627
*
```

Entry 4:
The following is a quantum chemistry calculation of a gas-phase ion, C11H14N3O (charge +1) in a non-equilibrium geometry, from OMol25.

Computed properties:
- HOMO energy (spin up / spin down): -10.79 / -12.21 eV
- Gap between HOMO and LUMO (spin up / spin down): 7.6 / 5.3 eV

```
! wB97M-V def2-TZVPD RIJCOSX def2/J DEFGRID3
* xyz 1 3
C -0.9996 -0.9163 1.5479
C -0.7375 0.4152 -0.4350
C -2.3450 -1.1278 1.2682
C -2.0814 0.3263 -0.6941
C -0.1546 -0.1964 0.6808
C -2.8847 -0.4584 0.1590
C 3.4352 -2.0214 -0.1582
C 3.4889 0.4198 0.3923
C 2.2488 -1.5072 -0.4496
C -4.8907 0.1673 -0.8767
C 1.2606 -0.2766 0.9724
N 3.4919 -0.7043 -0.6238
N 4.1279 1.5880 -0.2491
N 2.0636 0.7392 0.6430
O -4.2568 -0.5408 0.0985
H -0.4976 -1.3429 2.4076
H 0.0179 0.8514 -1.0180
H -2.9705 -1.6204 1.8285
H -2.6205 0.8514 -1.4641
H 4.1049 -2.7808 0.0805
H 3.8288 0.3501 1.4188
H 1.3779 -1.6505 -1.0332
H -4.5587 0.0115 -1.9493
H -4.7363 1.2017 -0.8467
H -5.9937 0.2150 -0.6646
H 1.6368 -0.9666 1.8703
H 5.1086 1.5152 -0.2947
H 3.9180 1.8805 -1.1774
H 1.9043 1.5250 0.0425
*
```

Entry 5:
The following is a quantum chemistry calculation of a gas-phase ion, C11H14NO (charge +1) in a non-equilibrium geometry, from OMol25.

Computed properties:
- HOMO energy (spin up / spin down): -9.83 / -12.95 eV
- Gap between HOMO and LUMO (spin up / spin down): 6.6 / 4.5 eV

```
! wB97M-V def2-TZVPD RIJCOSX def2/J DEFGRID3
* xyz 1 3
C 0.9939 -0.1824 0.1609
C -3.7261 -1.0858 0.0044
C -2.8574 -1.3412 -1.0419
C -3.3744 -0.1386 0.9589
C -1.7242 -0.5752 -1.2626
C -2.1519 0.5161 0.8436
C -1.3663 0.2876 -0.2423
C 4.0804 -1.6638 -0.9217
C 0.3527 2.6696 1.2049
C 0.0713 0.9592 -0.4869
C 3.4971 -0.7705 0.1440
N 2.2246 -0.5176 0.2186
O 0.2951 2.2731 -0.0987
H 0.3136 -0.6818 0.7851
H -4.4908 -1.7582 0.1649
H -3.0976 -2.0634 -1.8961
H -3.9373 -0.0151 1.8459
H -1.2515 -0.5919 -2.2189
H -1.8261 1.2113 1.6343
H 5.0254 -1.2904 -1.2355
H 3.5030 -1.5746 -1.9062
H 3.9064 -2.6595 -0.7112
H -0.5461 2.3639 1.7550
H 0.4708 3.7986 1.2449
H 1.2451 2.2875 1.7592
H 0.1102 0.8831 -1.5687
H 4.2602 -0.3399 0.8659
*
```

Entry 6:
The following is a quantum chemistry calculation of C11H14O2 in the gas phase in a non-equilibrium geometry, from OMol25.

Computed properties:
- HOMO energy: -8.21 eV
- Structure (SMILES): COc1ccc2c(c1)[C@@H](O)CCC2
- Gap between HOMO and LUMO: 8.9 eV

```
! wB97M-V def2-TZVPD RIJCOSX def2/J DEFGRID3
* xyz 0 1
C -3.8084 1.1967 -0.0049
C -1.9471 -0.3576 0.1574
C -1.6144 -1.7346 0.0017
C -0.3321 -2.0814 -0.0759
C 0.6810 -1.0245 -0.2057
C 2.0483 -1.3938 -0.4657
C 3.0675 -0.6842 0.4410
C 2.7296 0.7645 0.6554
C 1.5509 1.0966 -0.2535
C 0.3555 0.2713 -0.2152
C -1.0271 0.6588 -0.0833
H -3.6824 1.3547 -1.2045
H -4.8583 1.1792 0.2649
H -3.1406 2.0225 0.4789
H -2.3801 -2.5134 0.0302
H 0.0203 -3.1557 -0.2342
H 2.2124 -2.4779 -0.3283
H 2.2754 -1.0317 -1.4547
H 3.2324 -1.1315 1.4562
H 4.0829 -0.8737 -0.0918
H 3.6351 1.3980 0.4722
H 2.3684 1.0442 1.5910
H 2.0346 1.0122 -1.2316
H 2.0417 2.9449 -0.7520
H -1.2906 1.6956 0.0579
O -3.3398 -0.1895 0.3590
O 1.2431 2.4723 -0.2041
*
```

Entry 7:
The following is a quantum chemistry calculation of C11H15B in the gas phase in a non-equilibrium geometry, from OMol25.

Computed properties:
- HOMO energy (spin up / spin down): -4.77 / -9.31 eV
- Gap between HOMO and LUMO (spin up / spin down): 5.3 / 7.3 eV

```
! wB97M-V def2-TZVPD RIJCOSX def2/J DEFGRID3
* xyz 0 3
B -3.0565 0.4136 -0.3687
C 4.7662 0.6751 0.1487
C 4.6025 -0.7227 0.0864
C 3.6609 1.5170 0.1242
C 3.2950 -1.2103 0.0066
C 2.3865 1.0933 -0.0151
C 2.2421 -0.2677 -0.0008
C 0.9435 -0.8478 -0.2472
C -0.2482 -0.2205 -0.2262
C -3.0245 1.9206 0.2498
C -2.0151 -1.8350 0.5088
C -1.7314 -0.5901 -0.5210
H 5.7420 1.1199 0.1758
H 5.5550 -1.3737 0.0100
H 3.8988 2.6182 0.2547
H 3.1204 -2.3461 0.0694
H 1.4784 1.6306 -0.1812
H 0.9028 -1.9454 -0.4788
H -0.1104 0.7553 0.2308
H -3.5441 2.5508 -0.4959
H -2.0139 2.2354 0.5572
H -3.7138 1.8848 1.1057
H -3.0372 -1.6262 0.6077
H -1.6479 -1.6286 1.5959
H -1.7344 -2.8673 0.2733
H -3.9883 -0.0896 -0.9289
H -1.7919 -0.9655 -1.5002
*
```

Q: Which ΔE to the lowest compared entry with this formula, charge and spin values were calculated for the entries above? A: 22.4 43.8 29.1 87.2 81.2 60.4 48.1, in kcal/mol.